# 1
27
Properties=species:S:1:pos:R:3 method="wB97M-V/def2-TZVPD" orbital_gap_ev=7.29 lumo_ev=-0.02 e_homo_ha=-0.269 total_charge=0 e_above_lowest_ev=12.4738
H 0.009 0.919 1.217
H -0.767 0.081 0.330
H -0.138 -0.069 2.730
H 1.130 -0.827 2.868
H 2.708 -2.165 0.124
H 3.771 -3.364 0.437
H -1.481 -1.973 -3.066
H -2.692 -3.099 -2.963
H -3.144 -0.225 1.744
H -1.986 -1.306 1.851
H 2.314 4.082 -0.626
H 1.447 5.305 -0.535
H 3.096 0.807 -2.008
H 1.567 0.532 -1.631
H 0.835 -2.013 0.239
H 1.630 -0.932 -0.502
H -3.552 2.217 -0.517
H -5.015 2.582 -0.687
O 0.031 0.059 0.856
O 0.349 -0.681 2.279
O 3.034 -3.020 -0.154
O -2.096 -2.424 -2.484
O -2.547 -0.738 2.385
O 2.321 4.936 -0.139
O 2.457 0.533 -1.259
O 1.142 -1.045 0.283
O -4.422 1.826 -0.774

---

# 2
39
Properties=species:S:1:pos:R:3 method="wB97M-V/def2-TZVPD" orbital_gap_ev=3.63 lumo_ev=-8.98 e_homo_ha=-0.463 total_charge=0 e_above_lowest_ev=0.0000
Al 1.254 0.391 -0.731
As -0.013 -3.954 -0.721
F 0.862 -4.509 -2.079
F -1.446 -3.778 -1.640
F -0.920 -3.337 0.707
F 1.419 -4.051 0.263
F 0.434 -2.257 -1.033
F -0.447 -5.557 -0.288
As -1.855 3.627 -0.259
F -1.497 4.391 -1.759
F -0.672 4.627 0.531
F -2.085 2.769 1.275
F -2.958 2.558 -1.032
F -0.519 2.476 -0.536
F -3.139 4.713 0.063
As 2.072 -0.861 -4.958
F 1.524 -0.773 -3.219
F 2.510 0.809 -4.813
F 2.627 -0.923 -6.585
F 1.568 -2.508 -4.948
F 0.475 -0.383 -5.408
F 3.630 -1.348 -4.391
C -1.484 -1.128 3.143
C -0.684 -0.297 2.110
C -0.003 0.946 2.712
O 0.567 1.744 1.715
C 0.994 3.040 2.229
N 0.296 -1.145 1.472
H -0.797 -1.389 3.947
H -1.790 -2.081 2.704
H -2.408 -0.605 3.390
H -1.340 0.066 1.310
H 0.767 0.766 3.468
H -0.891 1.485 3.078
H 1.218 3.629 1.348
H 1.830 2.829 2.899
H 0.150 3.479 2.759
H -0.257 -1.995 1.141
H 1.007 -1.469 2.136

---

# 3
13
Properties=species:S:1:pos:R:3 method="wB97M-V/def2-TZVPD" orbital_gap_ev=8.48 lumo_ev=4.17 e_homo_ha=-0.159 total_charge=-1 e_above_lowest_ev=0.8937
C 1.999 0.913 -0.853
C 0.877 -0.145 -1.017
O -0.307 0.295 -0.933
O 1.235 -1.334 -1.018
H 1.601 1.919 -0.899
H 2.695 0.863 -1.696
H 2.505 0.648 0.067
C -1.522 0.137 2.188
O -2.054 -0.197 0.930
H -1.542 0.215 0.184
H -1.526 -0.792 2.738
H -0.481 0.474 2.131
H -2.081 0.951 2.658

---

# 4
18
Properties=species:S:1:pos:R:3 method="wB97M-V/def2-TZVPD" orbital_gap_ev=10.92 lumo_ev=0.64 e_homo_ha=-0.378 total_charge=0 e_above_lowest_ev=1.1896
C 1.240 1.088 -1.163
C 0.977 1.182 0.351
O 1.586 0.150 1.064
O 1.354 2.437 0.890
N -0.499 0.925 0.481
C -1.216 -0.254 0.241
O -2.425 -0.323 0.236
N -0.347 -1.379 0.142
C -0.951 -2.414 -0.248
O -2.201 -2.756 -0.371
H 0.697 0.311 -1.623
H 0.943 2.023 -1.464
H 2.316 1.141 -1.580
H 1.062 -0.689 1.046
H 1.628 2.121 1.730
H -1.007 1.615 0.927
H -0.390 -3.262 -0.404
H -2.768 -1.915 -0.254

---

# 5
20
Properties=species:S:1:pos:R:3 method="wB97M-V/def2-TZVPD" orbital_gap_ev=8.87 lumo_ev=-4.72 e_homo_ha=-0.499 total_charge=+1 e_above_lowest_ev=5.2309
H -1.459 -2.986 0.174
N -0.524 -2.842 -0.142
C -0.122 -1.650 0.053
C 1.320 -1.483 -0.300
C 2.124 -0.407 -0.114
C 1.915 0.974 0.307
C 0.690 1.527 0.443
N -0.355 0.827 -0.155
C -1.719 1.473 -0.591
N -2.661 0.589 -0.066
N -2.214 -0.411 0.434
C -0.813 -0.361 0.599
H 1.665 -2.391 -0.622
H 3.173 -0.790 -0.301
H 2.911 1.319 0.649
H 0.554 2.412 0.914
H -0.082 0.583 -1.116
H -1.975 1.542 -1.631
H -1.719 2.457 -0.161
H -0.709 -0.382 1.624